Molecular formula: C30H45F4N6O5ReS2
Method: DFT, ωB97M-V/def2-TZVPD

## Properties
total charge = +3
multiplicity = 2
HOMO-LUMO gap (spin up / spin down) = 0.2384 / 0.2644 Eh
HOMO (spin up / spin down) = -17.0 / -17.0 eV
E = -85661.0489 eV
energy relative to the best compared isomer or geometry (same formula, charge and spin) = 0.0 kJ/mol

Positions of all 93 atoms, in Å:
Re 0.8353 -0.2130 -0.2585
C 1.3914 -0.8613 -3.2860
N 1.8476 0.0231 -2.1747
C 1.8263 1.4164 -2.7050
C 3.2683 -0.3620 -1.8843
C 3.7463 0.2625 -0.5993
N 2.6509 0.1017 0.3696
C 2.8947 0.2323 1.7414
C 1.8392 -0.0570 2.6133
F 0.6510 -0.4804 2.0466
C 1.9155 0.0654 3.9759
F 0.8591 -0.2281 4.7140
C 3.1014 0.4947 4.5522
C 4.1643 0.7984 3.7258
F 5.2970 1.2329 4.2346
C 4.0752 0.6808 2.3422
F 5.1146 1.0500 1.6075
H 0.4949 -0.4454 -3.7316
H 1.2047 -1.8663 -2.9141
H 2.1675 -0.8960 -4.0529
H 2.3891 1.4534 -3.6390
H 2.2944 2.1018 -1.9998
H 0.7979 1.7143 -2.9062
H 3.9031 -0.0787 -2.7261
H 3.2911 -1.4486 -1.7978
H 3.9864 1.3237 -0.7033
H 4.6557 -0.2325 -0.2638
H 3.1897 0.5999 5.6264
C -4.6710 4.8032 -3.0350
C -3.9266 4.4588 -1.7498
S -3.3682 2.7811 -1.6819
O -2.6941 2.4014 -2.9039
O -2.6046 2.5960 -0.4501
C -4.8642 1.8142 -1.5413
C -4.6290 0.3079 -1.6766
N -3.4619 -0.1620 -0.8988
C -2.2527 -0.4088 -1.4324
N -1.3184 -0.4984 -0.4665
C -1.9958 -0.3659 0.7342
C -3.2951 -0.1478 0.4691
N -4.3271 0.1098 1.4466
O -5.4567 0.2752 1.0363
O -3.9417 0.2286 2.5866
C -2.0332 -0.6198 -2.8812
H -4.6449 5.8814 -3.1780
H -5.7170 4.5051 -2.9862
H -4.2036 4.3412 -3.9032
H -4.5294 4.5999 -0.8501
H -3.0049 5.0319 -1.6237
H -5.5181 2.1402 -2.3520
H -5.3233 2.0702 -0.5871
H -4.4358 0.0448 -2.7120
H -5.5141 -0.2197 -1.3364
H -1.5376 -0.4232 1.7045
H -2.7572 -1.3393 -3.2664
H -1.0491 -1.0465 -3.0223
H -2.1279 0.3114 -3.4395
N 0.2199 1.8643 -0.1206
C 0.5308 2.4742 1.1802
C 1.7729 3.0591 1.3746
C 2.0736 3.6139 2.6101
C 1.1393 3.5702 3.6381
C -0.1058 2.9944 3.4242
C -0.4220 2.4484 2.1865
H 0.6175 2.4510 -0.8508
H -0.8015 1.9301 -0.2695
H 2.4954 3.1105 0.5652
H 3.0298 4.0972 2.7634
H 1.3719 4.0140 4.5970
H -0.8467 2.9905 4.2126
H -1.4120 2.0492 2.0030
C 1.4711 -3.8521 3.9473
C 1.0557 -3.8505 2.4778
C 2.2707 -3.5835 1.5984
S 1.9673 -3.3573 -0.1588
O 0.8854 -2.2167 -0.2347
C 1.0704 -4.8463 -0.5884
C 0.7163 -4.9209 -2.0737
C -0.5814 -4.2007 -2.4275
H 0.6097 -4.0387 4.5854
H 1.9050 -2.8933 4.2395
H 2.2094 -4.6283 4.1493
H 0.2942 -3.0878 2.2995
H 0.6134 -4.8146 2.2255
H 3.0015 -4.3985 1.6351
H 2.7998 -2.6725 1.8946
H 0.1953 -4.9160 0.0586
H 1.7844 -5.6276 -0.3057
H 0.6179 -5.9795 -2.3163
H 1.5564 -4.5612 -2.6749
H -1.4383 -4.7193 -1.9958
H -0.7220 -4.1786 -3.5079
H -0.5942 -3.1763 -2.0508

Molecular formula: C30H45F5OP2W
Method: DFT, ωB97M-V/def2-TZVPD

## Properties
total charge = +2
multiplicity = 3
HOMO-LUMO gap (spin up / spin down) = 0.2817 / 0.1507 Eh
HOMO (spin up / spin down) = -13.7 / -13.5 eV
E = -67858.1013 eV

Positions of all 84 atoms, in Å:
W -0.7869 -0.3005 -1.9752
C -2.0085 1.5595 -0.4006
C -2.6550 0.7193 -1.4004
C -2.0772 -0.5637 0.4767
C -1.7602 0.7834 0.7513
C -2.6990 -0.6330 -0.8330
C -1.9529 3.0461 -0.4232
H -1.8302 3.4563 -1.4349
H -1.1214 3.4151 0.2029
H -2.8835 3.4693 -0.0032
C -1.5241 1.3088 2.1231
H -1.3725 2.3959 2.1496
H -0.6613 0.8339 2.6188
H -2.3983 1.0899 2.7641
C -2.1580 -1.6210 1.5171
H -3.0724 -1.4887 2.1203
H -1.3147 -1.5635 2.2185
H -2.1925 -2.6317 1.0892
C -3.5227 -1.7606 -1.3579
H -4.4377 -1.3757 -1.8335
H -3.8167 -2.4283 -0.5355
H -2.9820 -2.3628 -2.1029
C -3.5845 1.2190 -2.4652
H -4.5109 1.5747 -1.9835
H -3.8718 0.4320 -3.1674
H -3.1532 2.0524 -3.0284
C 0.9744 0.5801 -2.5126
C -0.1485 1.5025 -2.7518
C -0.5537 1.8040 -4.1752
C -1.2924 0.6213 -4.8248
C -1.5756 -0.5153 -3.8545
C -0.5027 -1.4946 -3.5949
C 0.8385 -1.2719 -4.2768
C 1.6267 -0.0575 -3.7203
H 0.3267 2.0808 -4.7754
H -0.7166 0.2605 -5.6861
H -1.1812 2.6988 -4.2054
H 1.7642 0.6937 -4.5174
H 1.6463 0.9236 -1.7223
H -0.0990 2.3641 -2.0892
H 2.6444 -0.3826 -3.4657
H 1.4496 -2.1779 -4.1746
H -0.8036 -2.5357 -3.4701
H 0.7005 -1.1234 -5.3565
H -2.2482 0.9951 -5.2163
H -2.5819 -0.9365 -3.8906
P 1.8013 2.1856 0.8955
C 1.7319 2.9743 2.5373
H 2.6583 3.5168 2.7540
H 1.5457 2.1931 3.2883
H 0.8714 3.6606 2.5372
C 3.2300 1.0471 0.9792
H 4.1788 1.5918 1.1024
H 3.2591 0.4679 0.0378
H 3.0786 0.3452 1.8115
C 2.4033 3.4901 -0.2362
H 2.5730 3.0513 -1.2350
H 3.3286 3.9408 0.1425
H 1.6220 4.2599 -0.3266
P 0.7898 -2.2944 -0.6029
C -0.0893 -3.8919 -0.8372
H 0.6433 -4.6912 -1.0178
H -0.7713 -3.8317 -1.6945
H -0.6754 -4.1255 0.0607
C 2.4520 -2.6600 -1.2824
H 2.4641 -2.5717 -2.3755
H 2.7350 -3.6864 -1.0042
H 3.1824 -1.9555 -0.8614
C 1.1364 -2.3369 1.1963
H 2.1708 -2.6680 1.3773
H 0.4598 -3.0470 1.6902
H 1.0116 -1.3589 1.6884
F 1.8300 -1.1891 8.6869
C 1.5918 -0.9400 7.3905
C 1.1020 0.3089 6.9896
F 0.9138 1.2711 7.9098
C 0.8489 0.5504 5.6610
F 0.3430 1.7441 5.2895
C 1.0945 -0.4266 4.6491
O 0.9187 -0.1877 3.4202
C 1.6122 -1.6834 5.1066
F 1.8746 -2.6436 4.1896
C 1.8359 -1.9333 6.4373
F 2.3236 -3.1316 6.8388

Molecular formula: C30H45N4O3PS3Zr
Method: DFT, ωB97M-V/def2-TZVPD

## Properties
total charge = +2
HOMO-LUMO gap = 0.2570 Eh
HOMO = -13.5 eV
E = -87008.4756 eV
energy relative to the best compared isomer or geometry (same formula, charge and spin) = 0.0 kJ/mol

Positions of all 87 atoms, in Å:
Zr 0.7268 0.8075 1.9625
N -2.7620 3.7045 -4.2589
C -2.2263 3.6063 -3.0226
C -0.9129 4.0592 -2.7745
C -0.3582 3.9473 -1.5251
C -1.1001 3.3608 -0.4938
C -2.4059 2.9201 -0.7107
C -2.9588 3.0331 -1.9642
S -0.3956 3.2803 1.0708
O 0.9857 2.6415 0.8967
O -0.3608 4.5009 1.7924
N -1.0975 2.0369 1.8199
C -1.3875 2.0785 3.1889
N -0.5537 1.2297 3.8215
C -0.7276 1.0390 5.1370
C -1.7097 1.7411 5.7996
C -2.4880 2.6202 5.0509
N -2.3444 2.7833 3.7318
H -2.2933 4.2317 -4.9747
H -3.7366 3.5105 -4.4080
H -0.3456 4.5143 -3.5762
H 0.6450 4.3134 -1.3451
H -2.9828 2.4997 0.1033
H -3.9739 2.6992 -2.1374
H -0.0640 0.3371 5.6256
H -1.8686 1.6210 6.8604
H -3.2650 3.2101 5.5219
C 5.4237 0.1373 3.9845
O 4.1857 -0.6322 3.9022
C 3.1468 -0.1458 3.3273
S 3.1127 1.4106 2.6041
S 1.7522 -1.1440 3.2997
H 6.1082 -0.5067 4.5226
H 5.2378 1.0576 4.5326
H 5.7847 0.3428 2.9800
C 2.2544 -4.7391 -0.5109
C 1.4983 -4.4532 0.7803
C 0.5008 -3.2995 0.5807
C 1.0212 -2.2818 -0.4568
C 2.5539 -2.2135 -0.3927
C 3.1502 -3.5459 -0.8770
P 0.2413 -0.6305 -0.2969
C 0.4270 0.3058 -1.8727
C 1.7593 1.0771 -1.9728
C 1.9887 1.4989 -3.4215
C 2.2412 0.2731 -4.3122
C 1.4859 -0.9631 -3.8015
C 0.1746 -0.5612 -3.1328
C -1.5698 -0.7817 -0.0305
C -2.3613 -1.6822 -0.9990
C -3.7182 -2.0720 -0.3867
C -4.2584 -0.9405 0.4830
C -3.3683 -0.7355 1.7236
C -1.9190 -1.1377 1.4213
H 1.5361 -4.9352 -1.3125
H 2.8545 -5.6429 -0.4162
H 2.2124 -4.1929 1.5672
H 0.9635 -5.3359 1.1299
H 0.3263 -2.8134 1.5436
H -0.4619 -3.6939 0.2485
H 0.7391 -2.6230 -1.4586
H 2.8463 -2.0214 0.6445
H 2.9545 -1.3938 -0.9880
H 4.1391 -3.6694 -0.4330
H 3.2980 -3.5095 -1.9581
H -0.3766 1.0487 -1.7974
H 2.6029 0.4632 -1.6470
H 1.7315 1.9429 -1.3114
H 2.8255 2.1948 -3.4840
H 1.1051 2.0452 -3.7665
H 3.3099 0.0562 -4.3490
H 1.9376 0.4971 -5.3356
H 2.1054 -1.5113 -3.0854
H 1.2882 -1.6543 -4.6207
H -0.4290 -1.4404 -2.9051
H -0.4188 0.0297 -3.8356
H -1.8950 0.2555 -0.1814
H -1.7948 -2.5822 -1.2486
H -2.5190 -1.1392 -1.9327
H -3.6129 -2.9756 0.2198
H -4.4171 -2.3218 -1.1841
H -5.2824 -1.1428 0.7937
H -4.2965 -0.0216 -0.1110
H -3.7381 -1.3344 2.5571
H -3.4073 0.3111 2.0386
H -1.7703 -2.2035 1.5881
H -1.2484 -0.6503 2.1609

- What is the E in the second record?
  -67858.1013 eV